1.
{
  "formula": "C24H27Br2N6PtTe",
  "method": "wB97M-V/def2-TZVPD",
  "e_lumo_ev": [-4.2, -4.2],
  "charge": 1,
  "e_above_lowest_kj_mol": 277.8,
  "homo_lumo_gap_ev": [5.5, 5.5],
  "symbols": ["Pt", "Br", "C", "C", "C", "N", "C", "C", "C", "C", "C", "Br", "C", "C", "N", "H", "H", "H", "H", "H", "H", "C", "C", "C", "C", "C", "C", "Te", "C", "C", "C", "H", "H", "H", "H", "H", "H", "H", "H", "H", "H", "H", "C", "C", "C", "C", "N", "C", "N", "N", "N", "H", "H", "H", "H", "H", "H", "H", "H", "H", "H"],
  "xyz": [[-1.734112, -0.828167, 0.573759], [-3.311359, -6.732055, -2.290068], [-2.914784, -5.093211, -1.434527], [-3.522693, -3.916320, -1.870807], [-3.146024, -2.732928, -1.272670], [-2.273413, -2.663865, -0.262290], [-1.749274, -3.812678, 0.228626], [-2.029326, -5.042184, -0.370893], [-0.907711, -3.701073, 1.428228], [-0.167240, -4.762606, 1.950372], [0.616985, -4.540715, 3.071185], [1.642412, -5.960146, 3.795323], [0.659321, -3.281147, 3.655994], [-0.128945, -2.296014, 3.090461], [-0.885540, -2.500997, 2.025359], [-4.256182, -3.933131, -2.662419], [-3.567562, -1.793612, -1.613753], [-1.581831, -5.951298, -0.003906], [-0.183779, -5.743660, 1.505251], [1.270809, -3.083995, 4.522364], [-0.151781, -1.298183, 3.505177], [4.656589, 0.946024, -4.888989], [3.586041, 0.560624, -3.921585], [2.311657, 1.105816, -4.006543], [1.355264, 0.873814, -3.035889], [-0.009015, 1.468261, -3.168066], [1.685792, 0.081523, -1.931336], [0.579316, 0.289659, -0.132259], [2.907261, -0.598806, -1.907463], [3.219040, -1.606481, -0.846813], [3.841296, -0.344052, -2.898798], [4.282299, 1.669295, -5.608569], [5.035165, 0.072745, -5.416373], [5.489707, 1.391748, -4.345570], [2.072068, 1.751438, -4.838290], [-0.096425, 2.021721, -4.097471], [-0.222767, 2.142711, -2.338535], [-0.756444, 0.674655, -3.165575], [2.334586, -1.824627, -0.244591], [4.013750, -1.249633, -0.193501], [3.561165, -2.531599, -1.307758], [4.798504, -0.844972, -2.857687], [-2.087616, 4.975589, 1.129493], [-1.338972, 5.072565, 2.458345], [0.163988, 4.943788, 2.229109], [-1.836772, 4.019823, 3.470452], [-1.633560, 2.693321, 2.965249], [-2.421530, 1.958857, 2.160187], [-1.762282, 0.855056, 1.864536], [-0.584193, 0.941727, 2.488812], [-0.504776, 2.022846, 3.138279], [-1.817749, 5.814199, 0.493153], [-3.166153, 4.999864, 1.274207], [-1.821774, 4.065688, 0.591387], [-1.551481, 6.045594, 2.909079], [0.420502, 3.970034, 1.815500], [0.712483, 5.071755, 3.157511], [0.494546, 5.700280, 1.523735], [-2.903299, 4.147299, 3.668361], [-1.276095, 4.098773, 4.404022], [-3.408084, 2.221059, 1.839481]],
  "forces_ev_per_angstrom": [[-1.276, 0.403, 0.718], [0.116, 0.377, 0.266], [-0.159, 0.145, -0.196], [0.145, -0.414, 0.172], [-0.288, 0.180, -0.261], [1.127, 0.189, -0.369], [-0.384, -0.190, -0.479], [-0.110, 0.290, 0.105], [0.751, 0.060, 0.873], [-0.109, 0.125, -0.194], [0.170, 0.018, 0.191], [-0.215, 0.279, -0.157], [-0.005, -0.402, -0.166], [0.113, -0.021, 0.111], [-0.539, -0.443, 0.053], [0.039, 0.092, -0.042], [0.187, -0.059, 0.029], [0.003, -0.013, 0.058], [0.037, -0.052, -0.072], [0.011, 0.023, 0.041], [0.020, 0.054, 0.021], [0.030, -0.052, 0.001], [-0.127, -0.168, 0.215], [0.102, 0.023, -0.036], [-0.077, 0.100, 0.120], [-0.028, 0.104, -0.118], [-0.458, -0.025, -0.113], [-0.010, -0.052, -0.323], [-0.272, -0.158, 0.255], [0.053, -0.207, 0.142], [-0.023, 0.195, -0.139], [0.068, 0.009, -0.102], [0.065, -0.019, -0.112], [0.070, 0.042, -0.074], [-0.053, 0.108, -0.114], [-0.050, 0.070, -0.120], [-0.079, -0.015, 0.017], [-0.131, 0.061, 0.055], [0.258, -0.037, -0.031], [0.029, -0.030, 0.143], [0.084, -0.067, -0.025], [0.132, -0.055, 0.025], [0.031, 0.080, 0.230], [0.011, -0.205, -0.128], [-0.169, 0.098, 0.096], [0.079, 1.111, 0.118], [-0.968, -1.329, -0.871], [0.163, -0.076, 0.012], [0.512, -0.287, -0.922], [0.494, -0.169, 0.663], [0.702, 0.332, 0.707], [0.005, 0.047, -0.069], [-0.155, 0.012, -0.033], [0.022, -0.072, -0.072], [-0.016, -0.047, 0.052], [0.041, -0.044, -0.077], [0.146, 0.015, 0.104], [0.074, 0.091, -0.057], [0.107, -0.063, 0.042], [-0.138, -0.068, -0.057], [-0.156, 0.107, -0.106]]
}

***

2.
{
  "formula": "C5H7N2",
  "method": "wB97M-V/def2-TZVPD",
  "e_lumo_ev": [-8.4, -8.2],
  "charge": 1,
  "e_above_lowest_kj_mol": 853.5,
  "homo_lumo_gap_ev": [5.3, 5.6],
  "symbols": ["C", "C", "C", "C", "C", "N", "N", "H", "H", "H", "H", "H", "H", "H"],
  "xyz": [[-0.026454, -2.023141, 1.913902], [-0.507844, -2.256333, 3.038779], [0.324337, 0.952533, -0.157976], [1.068878, -0.158388, 0.798363], [-0.854122, -1.060868, -0.152728], [-0.906851, 0.290600, -0.591321], [0.038246, -1.094581, 0.949661], [0.068900, 1.905378, 0.268974], [0.922606, 1.099959, -1.114850], [1.875883, -0.687466, 0.236733], [1.482138, 0.078081, 1.852691], [-1.888016, -1.563113, 0.033608], [-0.328732, -1.661383, -0.953147], [-1.733556, 0.728495, -0.941132]],
  "forces_ev_per_angstrom": [[1.290, 3.765, -5.956], [-1.355, -1.024, 3.565], [0.876, -0.572, -1.860], [1.083, 2.215, 0.297], [-3.036, -0.634, -2.444], [0.934, -1.166, 1.353], [-0.630, -4.495, 3.563], [0.418, 0.306, 0.574], [-0.052, 0.063, 1.617], [-0.360, 0.570, 0.253], [-0.667, 0.152, -1.885], [1.910, 0.828, -0.073], [-0.256, -0.217, 0.723], [-0.156, 0.208, 0.273]]
}

***

3.
{
  "formula": "C22H24O2P2RuS2",
  "method": "wB97M-V/def2-TZVPD",
  "e_lumo_ev": [-4.1, -4.1],
  "charge": 1,
  "homo_lumo_gap_ev": [7.3, 7.1],
  "multiplicity": 2,
  "symbols": ["Ru", "C", "C", "O", "P", "S", "S", "O", "C", "C", "H", "H", "H", "H", "H", "H", "H", "H", "H", "H", "C", "C", "C", "C", "C", "C", "P", "C", "C", "C", "C", "C", "C", "C", "C", "C", "C", "C", "C", "H", "H", "H", "H", "H", "H", "H", "H", "H", "H", "H", "H", "H", "H"],
  "xyz": [[0.262657, -0.296843, 0.043155], [4.809719, 3.788639, -2.266278], [3.352708, 3.410000, -2.304072], [3.238351, 1.954329, -2.169207], [2.479072, 1.295910, -0.980294], [2.236931, -0.704158, -1.156477], [0.588499, 1.976393, -0.705119], [3.407792, 1.685278, 0.244549], [3.174341, 1.219690, 1.588722], [3.620675, 2.293295, 2.549943], [4.906911, 4.866150, -2.402006], [5.358058, 3.289294, -3.063305], [5.252403, 3.518775, -1.308452], [2.881752, 3.647740, -3.254889], [2.786746, 3.887065, -1.502656], [3.727670, 0.289029, 1.715194], [2.105932, 1.009464, 1.723523], [4.664696, 2.553075, 2.380628], [3.518583, 1.935312, 3.574547], [3.012301, 3.189226, 2.429585], [-5.071242, -1.418561, -3.233905], [-3.765645, -1.637320, -3.653845], [-2.726225, -1.575073, -2.741785], [-3.004724, -1.289093, -1.406074], [-4.316208, -1.072074, -0.979993], [-5.347630, -1.138045, -1.902533], [-1.678781, -1.316370, -0.221477], [-1.856475, -0.121414, 1.104028], [-2.438763, 1.142500, 0.834151], [-2.300652, 2.174470, 1.727080], [-1.550773, 1.998248, 2.898388], [-0.950408, 0.789997, 3.167904], [-1.091872, -0.282806, 2.277440], [-1.000595, -2.851631, 0.354644], [-1.345813, -4.179959, 0.542481], [-0.331379, -5.019319, 0.975435], [0.960762, -4.529239, 1.174080], [1.290682, -3.201389, 0.931966], [0.287521, -2.325095, 0.518877], [-5.880145, -1.468646, -3.950367], [-3.557593, -1.853927, -4.692491], [-1.705755, -1.739822, -3.066252], [-4.531409, -0.864202, 0.060412], [-6.367090, -0.973624, -1.581612], [-2.986710, 1.290419, -0.087889], [-2.756030, 3.132826, 1.518528], [-1.446476, 2.821692, 3.592267], [-0.380680, 0.646892, 4.076104], [-0.698583, -1.252583, 2.549633], [-2.346687, -4.546853, 0.357584], [-0.534127, -6.067038, 1.151287], [1.730364, -5.212522, 1.510476], [2.313362, -2.868123, 1.058375]],
  "forces_ev_per_angstrom": [[0.316, -0.342, 0.082], [0.000, 0.012, 0.010], [0.035, -0.027, 0.041], [-0.079, -0.188, -0.206], [-0.359, 0.061, 0.154], [0.166, 0.243, -0.023], [0.149, 0.018, 0.137], [0.040, 0.037, -0.097], [-0.070, -0.007, 0.082], [0.009, -0.006, -0.019], [-0.002, 0.002, -0.006], [0.000, -0.004, -0.001], [0.004, -0.001, 0.001], [0.012, 0.005, -0.002], [0.002, 0.005, -0.004], [0.020, 0.007, -0.015], [0.011, 0.013, -0.022], [0.005, -0.014, -0.005], [-0.011, -0.001, 0.002], [0.008, 0.007, 0.005], [0.008, -0.005, -0.007], [-0.014, 0.005, -0.009], [0.031, 0.039, -0.014], [0.011, 0.009, 0.011], [0.003, -0.043, -0.041], [0.003, 0.008, 0.005], [0.100, -0.220, 0.336], [-0.131, 0.072, -0.009], [-0.060, 0.010, 0.040], [0.004, -0.023, -0.012], [0.011, -0.022, -0.002], [-0.003, 0.030, 0.025], [-0.083, 0.080, -0.179], [-0.267, 0.321, -0.286], [0.000, -0.014, 0.075], [-0.037, -0.008, -0.007], [0.023, 0.007, 0.011], [0.022, 0.022, 0.006], [0.160, -0.098, -0.037], [-0.002, 0.002, 0.000], [0.000, -0.002, -0.003], [0.007, 0.002, 0.008], [0.004, 0.009, 0.016], [-0.003, 0.003, 0.001], [-0.011, 0.002, -0.006], [-0.007, -0.004, -0.009], [0.008, -0.007, 0.009], [-0.004, 0.017, 0.005], [-0.012, -0.012, -0.038], [-0.003, -0.008, 0.006], [-0.013, 0.000, -0.002], [0.002, 0.000, -0.002], [-0.004, 0.011, -0.006]]
}

***

4.
{
  "formula": "C2H4NP",
  "method": "wB97M-V/def2-TZVPD",
  "e_lumo_ev": 0.4,
  "e_above_lowest_kj_mol": 262.7,
  "homo_lumo_gap_ev": 9.5,
  "symbols": ["C", "C", "N", "P", "H", "H", "H", "H"],
  "xyz": [[1.011822, -0.129311, 0.150194], [-0.817903, 0.566668, 0.363441], [1.497568, -0.487020, -0.940306], [-1.700956, -0.303350, -0.667905], [1.400099, -0.258590, 1.138655], [-1.010327, 1.260521, 1.174595], [2.486049, -0.869424, -1.038234], [-2.866349, 0.220507, -0.180437]],
  "forces_ev_per_angstrom": [[-2.630, 0.980, 0.043], [4.901, -1.407, -0.282], [0.373, 0.310, -0.414], [-0.152, -0.734, -0.867], [0.551, 0.073, 0.636], [0.203, -0.109, -0.145], [-1.745, 0.515, 0.909], [-1.500, 0.372, 0.119]]
}

***

5.
{
  "formula": "C2H8AlO",
  "method": "wB97M-V/def2-TZVPD",
  "e_lumo_ev": 4.0,
  "charge": -1,
  "e_above_lowest_kj_mol": 0.8,
  "homo_lumo_gap_ev": 8.5,
  "symbols": ["O", "C", "C", "Al", "H", "H", "H", "H", "H", "H", "H", "H"],
  "xyz": [[-1.336698, -1.840024, -0.222598], [0.007007, -1.345230, -0.056296], [0.209762, 0.066576, -0.610819], [0.326319, 1.600215, 0.728903], [-1.671193, -1.426616, -1.022496], [0.171087, -1.384947, 1.024241], [0.701161, -2.064687, -0.512667], [1.115967, 0.089282, -1.228227], [-0.617844, 0.284188, -1.304126], [1.177511, 2.818764, 0.027236], [1.091813, 1.060443, 2.069112], [-1.174892, 2.142036, 1.107737]],
  "forces_ev_per_angstrom": [[0.045, -0.033, -0.061], [-0.082, 0.013, 0.172], [-0.011, 0.003, 0.014], [-0.074, 0.070, -0.078], [-0.025, 0.037, -0.023], [0.078, 0.013, -0.014], [-0.009, -0.015, -0.025], [-0.014, -0.024, -0.002], [0.044, 0.019, -0.025], [-0.010, -0.024, 0.018], [0.026, -0.029, 0.010], [0.033, -0.030, 0.015]]
}

***

6.
{
  "formula": "C5H7NO",
  "method": "wB97M-V/def2-TZVPD",
  "e_lumo_ev": 0.9,
  "e_above_lowest_kj_mol": 265.4,
  "homo_lumo_gap_ev": 9.8,
  "symbols": ["N", "C", "O", "C", "C", "C", "C", "H", "H", "H", "H", "H", "H", "H"],
  "xyz": [[-1.742009, 1.538991, 1.288961], [-0.716635, 1.183559, 0.711374], [-1.104101, -1.272451, -1.602961], [-0.638483, -1.552298, -0.274550], [0.559080, -0.604365, -0.443995], [0.121949, -0.602820, -1.924506], [0.414610, 0.747043, 0.206046], [-2.446144, 1.968211, 0.687575], [-0.367184, -2.609670, -0.155266], [-1.370816, -1.280965, 0.494873], [1.542499, -1.035585, -0.231613], [0.745244, -1.196007, -2.606689], [-0.045439, 0.393646, -2.348789], [1.238118, 1.451909, 0.133412]],
  "forces_ev_per_angstrom": [[0.495, -0.185, -0.292], [-0.224, 0.084, 0.177], [-0.154, -0.060, -0.104], [-0.023, -0.115, 0.343], [0.044, 0.021, 0.044], [0.239, 0.168, -0.254], [-0.169, 0.117, 0.088], [0.093, -0.032, 0.027], [-0.004, 0.162, -0.038], [0.074, -0.047, -0.141], [-0.193, 0.100, -0.056], [-0.071, 0.022, 0.132], [-0.009, -0.176, -0.004], [-0.099, -0.059, 0.077]]
}

***

The evaluated E_tot for the records listed, in turn: -184884.44504, -8263.93149, -70124.70880, -12913.80628, -10848.20672, -8833.45237 eV.